A 17-piece molecular cluster, C34H50F2N16O2 overall at a distorted geometry, computed with wB97M-V/def2-TZVPD.

Values from the calculation:
Lowest unoccupied orbital energy ... 0.3 eV
Calculated total energy ... -2551.6209 Eh
F_max ... 7.3 eV Å⁻¹
Spin multiplicity ... 1
Highest occupied orbital energy ... -0.332 Eh
Frontier orbital gap ... 9.323 eV

Atoms and positions in Å:
O: -4.740 -4.345 -1.208
C: -3.808 -5.033 -1.504
O: -2.516 -4.456 -1.538
C: -2.243 -3.790 -2.740
F: -0.877 -3.794 -2.938
F: -2.668 -2.466 -2.702
H: -3.975 -6.105 -1.790
H: -2.820 -4.283 -3.565
C: -2.918 -0.235 -0.663
C: -2.388 1.084 -0.227
N: -1.952 2.099 0.143
H: -2.393 -1.039 -0.146
H: -3.982 -0.302 -0.434
H: -2.778 -0.352 -1.735
C: -4.286 -9.742 -1.564
C: -3.821 -8.962 -2.734
N: -3.456 -8.354 -3.643
H: -5.204 -10.267 -1.812
H: -3.525 -10.469 -1.276
H: -4.473 -9.074 -0.729
C: 0.633 5.189 2.350
C: -0.299 4.192 1.762
N: -1.027 3.412 1.292
H: 1.210 5.671 1.561
H: 0.068 5.949 2.891
H: 1.318 4.697 3.040
C: -7.404 -2.094 -1.347
C: -6.928 -1.300 -2.505
N: -6.557 -0.681 -3.404
H: -8.320 -2.621 -1.610
H: -6.644 -2.821 -1.060
H: -7.603 -1.434 -0.503
C: -0.565 -0.788 2.489
C: -1.483 -1.945 2.378
N: -2.199 -2.844 2.283
H: -1.008 -0.024 3.128
H: 0.381 -1.109 2.921
H: -0.379 -0.361 1.504
C: -4.034 -4.087 -7.221
C: -4.693 -4.430 -5.939
N: -5.207 -4.697 -4.943
H: -3.015 -3.749 -7.035
H: -4.005 -4.963 -7.868
H: -4.587 -3.293 -7.721
C: 3.154 2.464 1.319
C: 2.759 1.251 2.070
N: 2.446 0.306 2.651
H: 3.280 3.304 2.003
H: 4.095 2.287 0.797
H: 2.383 2.713 0.589
C: 0.343 5.335 -1.806
C: 1.651 5.694 -1.208
N: 2.667 5.971 -0.738
H: -0.453 5.500 -1.080
H: 0.157 5.951 -2.686
H: 0.345 4.286 -2.099
C: 6.209 0.052 3.364
C: 6.673 0.859 2.206
N: 7.028 1.496 1.313
H: 5.279 -0.457 3.112
H: 6.960 -0.692 3.627
H: 6.038 0.703 4.221
C: 5.094 7.849 1.226
C: 4.698 6.646 1.990
N: 4.392 5.707 2.583
H: 5.225 8.693 1.903
H: 6.033 7.663 0.705
H: 4.324 8.095 0.495
C: 4.717 6.383 5.875
C: 5.258 7.701 6.284
N: 5.677 8.726 6.601
H: 5.266 5.586 6.376
H: 3.664 6.314 6.146
H: 4.816 6.259 4.796
C: 9.407 7.024 0.555
C: 9.183 8.287 1.300
N: 9.007 9.267 1.879
H: 8.653 6.915 -0.225
H: 10.394 7.036 0.095
H: 9.340 6.176 1.235
C: 5.002 -2.967 0.348
C: 6.308 -2.528 0.906
N: 7.324 -2.185 1.332
H: 4.213 -2.812 1.084
H: 4.769 -2.392 -0.550
H: 5.046 -4.025 0.091
C: 2.515 -4.314 -3.170
C: 3.061 -3.007 -2.728
N: 3.495 -1.994 -2.389
H: 3.039 -5.121 -2.658
H: 1.453 -4.370 -2.935
H: 2.649 -4.427 -4.245
C: -7.442 1.903 0.089
C: -7.852 0.697 0.846
N: -8.170 -0.243 1.434
H: -7.334 2.748 0.770
H: -6.489 1.723 -0.408
H: -8.194 2.143 -0.661
C: -7.218 -6.670 0.532
C: -6.989 -7.895 -0.271
N: -6.812 -8.847 -0.897
H: -8.092 -6.140 0.155
H: -7.386 -6.938 1.575
H: -6.349 -6.016 0.467

One molecule with the formula C6H10N2O2 at a distorted geometry, computed with wB97M-V/def2-TZVPD.

Values from the calculation:
Lowest unoccupied orbital energy ... 0.8 eV
Calculated total energy ... -494.5604 Eh
F_max ... 3.4 eV Å⁻¹
Spin multiplicity ... 1
Energy above the lowest of the compared OMol25 structures with the same formula, charge and spin ... 52.3 kcal per mole
SMILES ... NC[C@H]1CN/C1=C\C(=O)O
Highest occupied orbital energy ... -0.307 Eh
Frontier orbital gap ... 9.139 eV

Atoms and positions in Å:
N: -1.550 -2.202 1.673
C: -1.062 -0.868 1.353
C: 0.152 -0.954 0.443
C: -0.097 -1.389 -1.028
N: 0.405 -0.074 -1.431
C: 0.642 0.334 -0.179
C: 0.960 1.617 0.268
C: 1.102 2.707 -0.619
O: 1.479 3.834 -0.420
O: 0.815 2.320 -2.199
H: -0.891 -2.693 2.270
H: -2.425 -2.152 2.185
H: -0.794 -0.270 2.243
H: -1.862 -0.321 0.830
H: 0.963 -1.514 0.932
H: -1.153 -1.560 -1.284
H: 0.511 -2.230 -1.388
H: 0.457 0.728 -2.281
H: 0.904 1.838 1.332
H: 1.445 2.849 -2.700

C29H41ClI2N8O4S2Zr as an isolated structure at a distorted geometry, computed with wB97M-V/def2-TZVPD.

Values from the calculation:
Lowest unoccupied orbital energy ... -5.9 eV
Calculated total energy ... -3767.3664 Eh
Total charge ... +2
F_max ... 2.4 eV Å⁻¹
Spin multiplicity ... 1
Highest occupied orbital energy ... -0.467 Eh
Frontier orbital gap ... 6.803 eV

Atoms and positions in Å:
Zr: 0.804 -0.228 -1.175
C: -0.117 1.766 4.827
C: -0.319 0.413 4.148
N: -1.296 0.477 3.080
C: -2.686 0.569 3.505
C: -3.307 -0.827 3.566
C: -1.001 0.311 1.802
S: 0.652 0.035 1.361
N: -2.032 0.381 0.946
C: -2.093 0.149 -0.330
O: -1.078 -0.177 -1.095
C: -3.401 0.272 -0.982
C: -3.490 0.193 -2.379
C: -4.707 0.323 -3.016
C: -5.863 0.499 -2.268
C: -5.792 0.539 -0.882
C: -4.573 0.440 -0.238
H: 0.666 1.674 5.574
H: -1.019 2.099 5.332
H: 0.176 2.513 4.095
H: -0.678 -0.318 4.876
H: 0.631 0.066 3.741
H: -3.232 1.204 2.804
H: -2.703 1.029 4.494
H: -3.257 -1.303 2.587
H: -4.347 -0.767 3.876
H: -2.776 -1.449 4.285
H: -2.601 -0.013 -2.964
H: -4.761 0.271 -4.094
H: -6.816 0.596 -2.765
H: -6.698 0.645 -0.307
H: -4.511 0.470 0.837
I: 0.092 2.750 -0.964
C: -0.940 2.518 -2.876
I: 0.015 0.917 -3.977
H: -0.884 3.427 -3.471
H: -1.977 2.249 -2.684
C: -1.600 -5.005 1.864
C: -2.270 -4.227 0.778
C: -3.625 -3.953 0.796
C: -4.218 -3.257 -0.249
Cl: -5.913 -2.949 -0.222
C: -3.459 -2.810 -1.314
C: -2.090 -3.049 -1.337
C: -1.504 -3.782 -0.312
O: -0.181 -4.179 -0.283
C: 0.583 -4.020 -1.446
C: 1.011 -2.577 -1.508
O: 1.499 -2.023 -0.483
O: 0.817 -1.834 -2.511
H: -2.302 -5.235 2.660
H: -0.754 -4.446 2.262
H: -1.207 -5.936 1.454
H: -4.230 -4.321 1.610
H: -3.940 -2.311 -2.139
H: -1.524 -2.689 -2.189
H: 0.049 -4.311 -2.359
H: 1.467 -4.658 -1.323
N: 3.135 4.650 2.758
C: 2.446 4.468 1.641
N: 2.618 5.280 0.603
S: 1.413 3.110 1.572
H: 3.772 5.419 2.897
H: 2.992 3.995 3.511
H: 3.204 6.098 0.684
H: 2.002 5.225 -0.191
C: 3.584 0.681 -0.185
N: 5.003 0.873 -0.326
C: 5.283 2.055 -1.131
N: 4.700 1.904 -2.458
C: 3.283 1.724 -2.341
N: 2.903 0.504 -1.528
C: 3.600 -0.658 -2.207
N: 5.016 -0.455 -2.319
C: 5.590 -0.288 -0.988
C: 5.296 0.738 -3.104
H: 3.148 1.562 0.316
H: 3.408 -0.216 0.434
H: 6.363 2.174 -1.231
H: 4.869 2.943 -0.644
H: 2.872 1.626 -3.356
H: 2.873 2.617 -1.849
H: 3.171 -0.789 -3.215
H: 3.444 -1.569 -1.611
H: 6.667 -0.142 -1.083
H: 5.395 -1.175 -0.382
H: 4.888 0.624 -4.112
H: 6.376 0.878 -3.170

A 2-piece molecular cluster, C12H18NS2 overall at a distorted geometry, computed with wB97M-V/def2-TZVPD.

Values from the calculation:
Lowest unoccupied orbital energy ... -5.6 eV
Calculated total energy ... -1318.9231 Eh
Total charge ... +1
F_max ... 1.5 eV Å⁻¹
Spin multiplicity ... 1
Highest occupied orbital energy ... -0.435 Eh
Frontier orbital gap ... 6.274 eV

Atoms and positions in Å:
C: -4.148 -0.329 -2.013
C: -3.434 -1.537 -2.024
C: -2.042 -1.536 -1.958
C: -1.329 -0.320 -1.849
C: 0.117 -0.321 -1.691
S: 1.044 1.126 -1.732
C: 2.646 0.383 -2.205
C: 2.695 -1.062 -1.737
S: 1.016 -1.788 -1.723
C: -2.051 0.893 -1.921
C: -3.443 0.884 -1.977
H: -5.238 -0.334 -2.047
H: -3.969 -2.488 -2.105
H: -1.487 -2.474 -2.030
H: 2.760 0.456 -3.293
H: 3.432 0.987 -1.738
H: 3.318 -1.682 -2.391
H: 3.088 -1.131 -0.714
H: -1.498 1.835 -1.970
H: -3.988 1.832 -2.019
C: 1.984 0.889 4.411
C: 0.697 0.655 3.636
C: 0.934 0.203 2.194
N: -0.278 -0.034 1.446
H: 1.762 1.223 5.425
H: 2.579 -0.027 4.489
H: 2.605 1.654 3.936
H: 0.107 -0.118 4.132
H: 0.102 1.573 3.625
H: 1.602 0.918 1.673
H: 1.445 -0.770 2.209
H: -0.935 0.737 1.478
H: -0.091 -0.297 0.483

One molecule with the formula C4H7NO, computed with wB97M-V/def2-TZVPD.

Values from the calculation:
Lowest unoccupied orbital energy (spin up / spin down) ... -0.4 / -0.2 eV
Calculated total energy ... -286.4982 Eh
F_max ... 0.8 eV Å⁻¹
Spin multiplicity ... 1
Energy above the lowest of the compared OMol25 structures with the same formula, charge and spin ... 83.8 kcal per mole
Highest occupied orbital energy (spin up / spin down) ... -0.280 / -0.283 Eh
Frontier orbital gap (spin up / spin down) ... 7.229 / 7.529 eV

Atoms and positions in Å:
C: -1.412 -0.883 0.060
N: -0.087 -0.309 -0.338
C: 0.830 -1.195 -0.040
C: 0.035 1.052 -0.473
C: 1.114 1.775 0.124
O: 1.204 2.996 0.173
H: -1.488 -1.949 -0.180
H: -2.225 -0.321 -0.378
H: -1.430 -0.789 1.154
H: 1.780 -0.897 0.360
H: 0.554 -2.234 -0.124
H: -0.762 1.600 -0.967
H: 1.888 1.153 0.629

C20H31O2Pr as an isolated structure at a distorted geometry, computed with wB97M-V/def2-TZVPD.

Values from the calculation:
<S²> ... 2.003
Lowest unoccupied orbital energy (spin up / spin down) ... 0.3 / 0.3 eV
Calculated total energy ... -1448.0477 Eh
F_max ... 2.8 eV Å⁻¹
Spin multiplicity ... 3
Highest occupied orbital energy (spin up / spin down) ... -0.266 / -0.267 Eh
Frontier orbital gap (spin up / spin down) ... 7.514 / 7.543 eV

Atoms and positions in Å:
O: 0.750 -0.251 -2.490
C: 0.768 1.011 -3.312
C: 0.799 0.310 -4.669
H: 1.620 1.692 -3.142
H: -0.180 1.555 -3.136
C: 0.666 -0.967 -3.781
H: 1.774 0.284 -5.196
H: -0.054 0.597 -5.304
C: 1.882 -1.850 -4.003
H: 2.783 -1.233 -3.950
H: 1.848 -2.296 -5.011
H: 1.922 -2.629 -3.231
C: -0.632 -1.750 -3.943
H: -1.513 -1.096 -3.857
H: -0.637 -2.517 -3.159
H: -0.680 -2.243 -4.927
Pr: 0.400 -0.417 1.805
C: -1.709 -0.781 3.949
C: -1.437 0.623 3.984
C: -1.928 1.195 2.775
H: -1.015 1.193 4.810
C: -2.582 0.155 2.038
C: -2.393 -1.065 2.739
H: -2.831 -2.032 2.449
H: -1.554 -1.471 4.780
H: -1.863 2.253 2.508
H: -3.239 0.322 1.174
C: 1.195 -2.022 3.955
C: 0.524 -2.914 3.046
C: 1.341 -3.030 1.876
H: -0.364 -3.505 3.276
C: 2.493 -2.210 2.052
C: 2.417 -1.600 3.334
H: 3.170 -0.974 3.831
H: 0.917 -1.795 4.985
H: 1.132 -3.687 1.040
H: 3.320 -2.083 1.343
O: -0.073 1.264 -0.240
C: -1.325 0.832 -0.797
C: -1.954 2.081 -1.418
H: -1.935 0.488 0.027
H: -1.149 0.001 -1.477
C: -1.084 3.316 -1.114
H: -2.919 2.134 -0.902
H: -2.107 1.944 -2.505
C: 0.004 2.746 -0.220
H: -1.659 4.117 -0.626
H: -0.648 3.756 -2.024
H: -0.087 3.058 0.819
H: 0.995 2.957 -0.638
C: 1.521 1.398 2.972
H: 1.523 1.357 4.070
H: 2.581 1.356 2.687
H: 1.204 2.426 2.745